A molecular structure, C12H28CrN6O6S, computed with the ωB97M-V functional and the def2-TZVPD basis.

```
! wB97M-V def2-TZVPD RIJCOSX def2/J DEFGRID3
* xyz 0 5
Cr -0.13 0.44 -0.59
S -1.30 1.39 1.03
O -0.87 -2.32 0.18
O 0.94 2.64 -2.26
O 0.65 0.53 -4.13
O 0.70 -4.14 -1.56
O 1.68 -1.26 1.23
O -1.49 1.89 -2.75
N -1.43 0.84 -2.00
N -0.39 1.48 3.49
N 1.14 1.75 -1.25
N -1.14 -1.29 -0.60
N -0.81 -0.70 2.66
N 1.45 -0.11 0.47
C 2.33 1.74 -0.62
C 0.91 -0.74 -3.50
C -3.61 -1.81 -0.61
C 0.26 1.16 4.77
C -2.50 0.00 -2.01
C 3.71 0.60 1.21
C 3.43 2.70 -0.95
C -0.76 0.64 2.53
C -2.39 -1.11 -1.13
C -1.19 -1.39 3.88
C -3.70 0.40 -2.78
C 2.47 0.75 0.40
H 0.99 0.51 -5.04
H 3.67 -0.28 1.86
H 0.79 2.06 5.10
H 3.88 1.49 1.83
H -1.71 -2.31 3.60
H -0.95 -1.25 1.79
H 3.18 3.29 -1.83
H 0.91 -1.86 1.02
H 3.64 3.37 -0.10
H 0.22 -3.61 -0.88
H 1.00 0.34 4.67
H -0.28 -1.66 4.42
H -0.03 -1.12 -3.07
H 4.58 0.53 0.54
H -1.86 -0.81 4.53
H -0.48 2.47 3.22
H -3.87 1.47 -2.72
H 1.61 -4.22 -1.22
H -3.39 -2.76 -0.10
H -4.61 -0.10 -2.45
H 1.28 -1.47 -4.23
H -3.58 0.18 -3.85
H -4.34 -2.02 -1.40
H -0.02 2.39 -2.59
H 1.66 -0.60 -2.70
H -0.50 0.91 5.54
H 4.35 2.13 -1.15
H -4.10 -1.13 0.11
*
```

Values from the calculation:
⟨S²⟩: 6.0674
LUMO energy (spin up / spin down) in eV: 0.1 / -0.5
HOMO-LUMO gap (spin up / spin down) in eV: 6.6824 / 6.3023
Highest occupied orbital energy (spin up / spin down) in eV: -6.576 / -6.754

Atomic partial charges in e from the Mulliken method, atoms 1 to 6: -0.261, -0.601, -1.237, -0.578, -0.478, -0.668



A molecular structure, C9H27CaO24P3S3, computed with the ωB97M-V functional and the def2-TZVPD basis.

```
! wB97M-V def2-TZVPD RIJCOSX def2/J DEFGRID3
* xyz -4 1
Ca 0.16 6.29 8.18
S 1.47 3.06 10.66
S 1.26 2.60 4.89
S 4.96 7.70 8.73
P -5.44 5.47 8.41
P -1.22 11.31 11.02
P -0.87 9.82 3.71
O -2.03 9.31 2.69
O 5.55 6.61 7.98
O -2.56 11.21 11.94
O 5.87 8.85 8.61
O 0.45 3.37 5.82
O -0.56 8.86 4.82
O 3.62 7.89 8.19
O 2.06 1.62 5.59
O -0.69 10.01 10.50
O 2.26 3.52 4.34
O -1.68 12.30 9.80
O 0.37 4.00 10.72
O -6.37 6.74 7.90
O -4.03 5.89 8.42
O 0.39 1.97 3.97
O 4.80 7.35 10.16
O 1.07 1.77 10.21
O -1.35 11.25 4.21
O 0.36 10.15 2.67
O -5.91 4.29 7.33
O 2.31 3.02 11.89
O 2.37 3.65 9.66
O -0.21 12.14 11.96
O -6.15 5.08 9.74
C 1.19 12.11 11.64
C -5.49 4.18 6.00
C -2.35 13.50 10.04
C -1.80 12.16 3.21
C -5.76 5.51 11.10
C -2.54 11.55 13.37
C -1.81 8.09 2.14
C -6.00 8.07 8.29
C 1.50 9.39 2.82
H -1.37 8.29 1.16
H 1.76 11.56 12.39
H -3.25 13.44 9.43
H -1.34 13.14 3.30
H -4.56 4.71 5.82
H -2.79 10.68 13.98
H 1.88 9.23 3.83
H -2.69 7.47 1.98
H 1.66 13.08 11.48
H -5.76 8.10 9.35
H 1.37 11.51 10.75
H -4.95 6.20 10.91
H -2.67 13.67 11.07
H -6.27 4.58 5.35
H -6.68 5.98 11.46
H -1.58 14.23 9.80
H -1.68 11.75 2.21
H -5.40 4.69 11.72
H -1.60 11.90 13.79
H -5.06 8.23 7.77
H -3.21 12.35 13.68
H -1.14 7.40 2.66
H -5.28 3.16 5.68
H 2.29 9.87 2.25
H 1.26 8.37 2.50
H -2.88 12.33 3.25
H -6.77 8.76 7.94
*
```

Values from the calculation:
LUMO energy in eV: 5.5
HOMO-LUMO gap in eV: 1.3894
Highest occupied orbital energy in eV: 4.096

Atomic partial charges in e from the Mulliken method, atoms 1 to 6: 1.341, 1.067, 1.018, 1.039, 1.038, 1.147



A molecular structure, C23H18F7O6PSSn, computed with the ωB97M-V functional and the def2-TZVPD basis.

```
! wB97M-V def2-TZVPD RIJCOSX def2/J DEFGRID3
* xyz 2 1
Sn -0.59 0.75 1.12
S 3.00 0.91 2.80
P 2.98 0.18 -0.70
F 1.61 4.30 4.58
F 0.06 2.52 2.38
F 3.02 4.25 3.00
F 1.29 1.68 4.75
F -0.10 4.61 2.92
F 1.17 4.15 1.31
F 3.32 2.35 4.87
O 1.47 -1.94 -2.20
O 3.72 -0.02 3.60
O -4.63 1.00 -3.69
O -1.81 -3.74 0.76
O 3.88 1.66 1.97
O -6.71 1.41 -2.95
C 1.74 -0.14 1.97
C 1.97 3.61 3.49
C -1.41 -2.74 0.22
C -2.58 -1.30 -3.57
C -3.57 -1.82 -2.74
C 0.68 -1.31 0.03
C 2.32 2.17 4.04
C 0.55 -1.67 -1.48
C -5.90 -0.80 -2.46
C -0.88 -1.71 -1.96
C -5.82 0.62 -3.05
C -5.00 -1.82 -3.23
C 4.72 -1.51 0.85
C -0.26 -1.58 2.21
C -0.32 -1.86 0.86
C 0.76 3.72 2.48
C 4.69 -0.30 -0.13
C 1.70 -0.46 0.57
C -1.26 -1.24 -3.20
C -1.87 -2.25 -1.12
C 2.82 2.04 -0.80
C -3.18 -2.31 -1.50
C 0.75 -0.73 2.79
H 3.66 2.55 -0.32
H -4.98 -1.47 -4.27
H 0.68 -0.61 3.87
H 5.49 -2.20 0.48
H -2.88 -0.94 -4.55
H 5.18 -0.62 -1.06
H -1.01 -2.02 2.87
H 5.24 0.58 0.23
H -0.50 -0.83 -3.86
H 1.86 2.29 -0.33
H 3.80 -2.09 0.90
H -5.59 -0.73 -1.41
H 2.77 2.36 -1.84
H -3.93 -2.75 -0.84
H 5.08 -1.17 1.82
H -4.81 0.90 -4.64
H -5.45 -2.82 -3.27
H -6.95 -1.09 -2.51
*
```

Values from the calculation:
LUMO energy in eV: -8.9
HOMO-LUMO gap in eV: 5.3170
Highest occupied orbital energy in eV: -14.224

Atomic partial charges in e from the Mulliken method, atoms 1 to 6: 1.253, 1.331, 0.087, -0.259, -0.284, -0.210



C2H8FN2PS in the gas phase, computed with the ωB97M-V functional and the def2-TZVPD basis.

```
! wB97M-V def2-TZVPD RIJCOSX def2/J DEFGRID3
* xyz 0 1
S 1.84 -1.90 0.39
P -1.28 -0.56 -0.71
F -2.48 -1.18 0.20
N -1.97 0.98 -0.97
N -0.45 -0.12 0.74
C 1.61 0.81 -0.31
C 0.94 -0.22 0.68
H 2.62 0.79 -0.19
H 1.44 0.37 -1.29
H 1.48 0.07 1.66
H -2.14 1.07 -1.94
H 0.74 -2.50 0.84
H 1.12 1.76 -0.29
H -0.91 -0.64 1.45
H -2.55 1.27 -0.27
*
```

Values from the calculation:
LUMO energy in eV: 1.0
HOMO-LUMO gap in eV: 9.8362
Highest occupied orbital energy in eV: -8.871
SMILES string: C[C@H](S)NP(N)F

Atomic partial charges in e from the Mulliken method, atoms 1 to 6: -0.220, 0.375, -0.337, -0.467, -0.264, -1.418



A molecular structure, C3HBaFO2, computed with the ωB97M-V functional and the def2-TZVPD basis.

```
! wB97M-V def2-TZVPD RIJCOSX def2/J DEFGRID3
* xyz 2 1
Ba -2.39 3.12 0.85
F 0.08 -1.95 -1.41
O -0.95 -0.28 -0.30
O 0.70 0.79 0.51
C 1.24 -0.35 -0.03
C 0.18 -1.04 -0.51
C -0.59 0.85 0.24
H 1.73 -1.14 0.65
*
```

Values from the calculation:
LUMO energy in eV: -9.0
HOMO-LUMO gap in eV: 8.2718
Highest occupied orbital energy in eV: -17.291

Atomic partial charges in e from the Mulliken method, atoms 1 to 6: 1.894, -0.146, -0.326, -0.256, -0.097, 0.440



C5H12N2 in the gas phase, computed with the ωB97M-V functional and the def2-TZVPD basis.

```
! wB97M-V def2-TZVPD RIJCOSX def2/J DEFGRID3
* xyz 0 1
N 0.60 -0.41 0.89
N -2.16 0.02 0.44
C -0.24 0.63 -1.11
C -1.37 -0.40 -0.75
C 1.28 -1.64 0.53
C 1.40 1.82 0.29
C 0.65 0.78 0.08
H -0.91 -1.33 -0.53
H 0.70 -2.26 -0.13
H 1.47 -2.14 1.46
H -0.69 1.66 -1.24
H 1.00 2.73 -0.13
H 2.11 1.92 1.15
H 0.96 -0.07 1.75
H -2.07 -0.65 -1.70
H -3.04 -0.55 0.59
H -2.35 0.99 0.40
H 2.31 -1.37 0.14
H 0.34 0.28 -2.11
*
```

Values from the calculation:
LUMO energy in eV: 1.1
HOMO-LUMO gap in eV: 9.4491
Highest occupied orbital energy in eV: -8.353
SMILES string: C=C(CCN)NC

Atomic partial charges in e from the Mulliken method, atoms 1 to 6: -0.218, -0.478, -0.538, -0.468, -0.905, -1.042



2 unconnected molecules or ions with the total composition C26H24F4N, computed with the ωB97M-V functional and the def2-TZVPD basis.

```
! wB97M-V def2-TZVPD RIJCOSX def2/J DEFGRID3
* xyz 1 1
F 2.91 -5.97 2.63
F 0.75 -3.03 5.69
F -0.59 -1.12 -3.61
F -0.76 -5.47 -1.71
N -1.36 1.72 -0.43
C 0.91 -2.41 3.40
C 0.03 -3.65 -0.41
C 0.41 -2.28 -0.24
C -2.82 2.52 -2.22
C 0.27 -1.47 -1.42
C -2.07 2.79 -1.06
C -2.86 5.09 -1.10
C 1.16 -3.33 4.41
C 0.88 -1.79 1.03
C -2.12 4.08 -0.49
C -2.12 0.51 -0.12
C 0.01 1.68 -0.27
C 2.25 2.82 -0.82
C 0.62 0.71 0.57
C -0.46 -4.13 -1.62
C -0.31 -1.99 -2.57
C 1.81 -4.54 4.19
C 2.79 2.12 0.42
C 0.72 2.90 -0.79
C -3.53 3.55 -2.84
C -3.56 4.83 -2.28
C 2.21 -4.81 2.88
C 1.97 -3.95 1.82
C -0.67 -3.32 -2.73
C 1.27 -2.72 2.05
C 2.13 0.76 0.65
H -2.83 1.50 -2.61
H 0.37 -1.49 3.63
H 2.55 2.33 -1.74
H -1.59 4.25 0.46
H -1.75 -0.33 -0.74
H 0.68 -0.86 1.56
H 0.61 -0.44 -1.41
H -3.17 0.72 -0.34
H 0.36 3.08 -1.81
H 2.64 2.78 1.28
H 2.26 -4.24 0.81
H 0.43 3.76 -0.14
H -1.08 -3.73 -3.65
H -2.88 6.08 -0.65
H 2.59 0.06 -0.07
H 0.15 -4.36 0.41
H 2.03 -5.24 5.00
H 3.86 1.94 0.30
H 2.64 3.84 -0.86
H 2.43 0.39 1.63
H 0.03 0.67 1.53
H -4.07 3.34 -3.77
H -4.13 5.62 -2.76
H -2.00 0.24 0.94
*
```

Values from the calculation:
LUMO energy in eV: -6.1
HOMO-LUMO gap in eV: 4.2711
Highest occupied orbital energy in eV: -10.353

Atomic partial charges in e from the Mulliken method, atoms 1 to 6: -0.292, -0.287, -0.316, -0.300, 0.299, -0.754



2 unconnected molecules or ions with the total composition BH3S3, computed with the ωB97M-V functional and the def2-TZVPD basis.

```
! wB97M-V def2-TZVPD RIJCOSX def2/J DEFGRID3
* xyz 0 1
S -0.26 -0.49 1.56
S -0.01 0.37 -3.40
S 2.17 1.38 -1.13
B 1.24 0.90 -2.32
H -1.17 -1.14 1.03
H -0.75 0.07 -2.20
H 0.52 -0.33 0.36
*
```

Values from the calculation:
LUMO energy in eV: -0.2
HOMO-LUMO gap in eV: 9.5952
Highest occupied orbital energy in eV: -9.769
SMILES string: S=BS.S

Atomic partial charges in e from the Mulliken method, atoms 1 to 6: -0.235, -0.317, -0.384, 0.591, 0.101, 0.174



11 unconnected molecules or ions with the total composition C54H137N7O18, computed with the ωB97M-V functional and the def2-TZVPD basis.

```
! wB97M-V def2-TZVPD RIJCOSX def2/J DEFGRID3
* xyz 0 1
O 3.08 8.16 5.92
O 1.29 -3.91 -7.35
O -6.47 1.56 -12.55
O 0.06 -0.04 -1.18
O -4.43 -5.62 -6.30
O -6.30 -2.51 -0.26
O 5.56 1.15 10.16
O 6.59 -3.11 0.62
O -2.73 -5.38 0.92
O 6.27 2.18 -7.88
O 5.33 2.53 -3.24
O 3.88 0.05 14.74
O 2.50 2.79 1.97
O -0.86 -2.30 5.47
O -5.29 1.19 -7.19
O -1.51 5.66 6.56
O -3.16 4.05 -0.34
O 2.65 -5.39 -3.91
N 0.47 7.59 7.61
N 3.73 1.70 12.44
N -5.51 -5.22 0.62
N -0.54 0.72 1.68
N -5.00 0.24 -10.38
N -0.16 -6.52 -6.25
N 4.03 2.94 -5.75
C 2.91 3.76 2.89
C -0.74 -0.61 1.12
C 5.52 1.83 -2.04
C -1.65 6.29 7.84
C -6.75 2.35 -13.70
C -6.47 0.70 -6.59
C -1.43 -6.03 1.14
C 2.38 8.89 6.97
C -4.88 -4.90 1.86
C -1.05 4.35 6.60
C -5.82 2.31 -11.50
C -5.05 -0.56 -9.15
C 4.88 2.48 -8.09
C 3.69 8.94 4.91
C 3.87 3.83 -4.64
C -6.91 -4.75 0.65
C -4.43 4.59 -2.22
C -0.23 0.08 -2.56
C 1.21 2.31 2.24
C 0.27 -4.63 -8.01
C -5.17 -5.74 -5.10
C 1.46 -2.41 5.71
C 6.60 -2.74 2.90
C 6.81 1.21 -8.72
C -7.06 -3.26 0.68
C 4.36 3.52 -7.03
C 3.35 -1.01 15.47
C 0.25 -3.16 5.38
C 3.71 2.23 13.80
C -0.04 -4.25 6.46
C 0.46 -5.86 -5.12
C 4.91 -4.34 1.67
C -5.40 -7.19 -4.74
C 0.71 1.29 1.25
C -5.61 1.59 -10.20
C 5.72 -3.06 1.67
C -6.29 -1.11 -0.08
C -4.50 -5.01 -3.96
C -0.25 6.67 8.49
C 1.40 -2.61 -7.87
C -1.85 5.10 -2.00
C 4.44 2.04 10.06
C 4.23 2.69 11.46
C 1.97 -6.20 -4.90
C 0.29 -6.10 -7.59
C 3.95 2.99 -3.38
C -3.60 -5.69 2.00
C 2.85 -4.05 -4.22
C 3.14 1.28 14.81
C 5.65 0.12 9.13
C -3.24 4.97 -1.37
C -4.52 0.15 -7.88
C -1.04 -0.58 -0.41
C 1.81 7.95 8.01
H 2.47 -6.25 -5.87
H -5.38 4.83 -1.76
H 3.40 -3.91 -5.15
H 0.32 -3.56 4.37
H 4.83 -0.60 9.11
H 2.91 4.35 -4.67
H 2.04 -7.22 -4.52
H -1.38 -1.58 -0.70
H 4.74 2.47 14.05
H 3.33 1.67 15.81
H -3.15 -5.36 2.94
H -1.81 6.00 -2.61
H -4.55 -1.52 -9.30
H -4.75 -3.82 1.94
H -1.17 0.62 -2.66
H 1.76 -1.71 4.93
H 0.39 -4.54 -9.09
H -1.45 -7.11 1.27
H 3.54 1.51 9.75
H 6.25 0.28 -8.65
H 4.44 9.60 5.36
H 4.92 4.45 -7.10
H -0.98 5.10 -1.35
H 3.97 -1.88 15.28
H 0.66 -5.07 6.35
H -6.11 -0.81 -9.04
H -6.77 1.50 -5.90
H -3.78 -6.76 2.16
H -4.86 2.68 -11.87
H 5.17 3.14 11.78
H 7.08 -3.94 0.69
H 4.19 8.29 4.19
H -5.56 -5.17 2.67
H 1.69 8.45 8.97
H -4.58 -7.73 -4.25
H -4.33 3.51 -2.35
H -8.10 -2.94 0.63
H -6.14 -5.28 -5.31
H -5.16 -4.76 -3.14
H -7.20 0.65 -7.40
H 0.60 0.57 -3.08
H -0.25 -6.68 -8.33
H 4.60 -4.55 0.65
H 4.83 1.01 -1.86
H 7.05 -1.75 2.95
H -2.16 7.23 7.61
H 2.09 4.48 2.90
H -1.91 0.04 -0.62
H -3.55 -5.99 -6.22
H 4.92 -2.34 1.50
H -6.32 -7.36 -4.18
H -0.43 7.08 9.48
H 6.51 1.38 -2.13
H -6.28 -0.26 -6.11
H 0.48 3.12 2.16
H 5.58 2.59 -1.26
H -7.40 -5.05 -0.28
H 3.26 2.16 -3.46
H 5.49 -5.19 2.03
H -5.88 2.57 -14.32
H -4.41 5.19 -3.13
H -6.80 -2.92 1.69
H 3.16 3.17 13.87
H 6.04 -2.78 3.84
H -0.46 -7.48 -6.16
H -0.90 -5.81 0.21
H 1.40 -1.88 6.65
H -0.76 -1.75 4.70
H -2.32 5.69 8.45
H 4.77 2.85 -9.11
H 4.78 2.30 -5.52
H -1.57 -1.12 1.59
H 4.08 -4.22 2.38
H -1.73 4.33 -2.75
H -5.03 2.23 -9.54
H -4.08 -4.02 -4.18
H 2.92 9.39 4.28
H -1.15 1.41 1.27
H -7.40 1.74 -14.33
H -0.13 -6.23 -4.27
H -0.68 -4.17 -7.73
H 4.24 1.61 -7.98
H 7.81 1.09 -8.30
H -7.54 -5.19 1.42
H 2.30 -3.11 5.76
H 3.75 3.59 -2.49
H 6.55 -0.44 9.39
H 0.25 7.34 6.65
H 0.44 -2.14 -8.10
H -0.05 4.21 7.00
H -0.35 -0.90 -3.02
H 6.85 1.43 -9.79
H 4.73 4.49 -4.59
H 0.29 5.74 8.67
H 3.88 4.18 2.62
H -3.61 0.68 -8.13
H 3.03 3.34 3.89
H -6.55 1.55 -9.65
H -3.48 5.98 -1.04
H 7.33 -3.53 3.07
H -4.93 -4.81 -0.09
H 3.05 9.67 7.35
H 2.01 -1.98 -7.21
H 4.70 2.74 9.26
H 1.23 1.89 3.25
H 2.32 -1.12 15.13
H 3.46 3.46 11.40
H -3.93 4.18 0.21
H 0.67 1.81 0.29
H 1.30 -6.50 -7.75
H 2.07 1.17 14.64
H -5.42 -0.84 0.53
H 3.69 -3.70 -3.63
H 0.31 -4.78 -5.17
H -6.31 3.26 -11.33
H -7.20 -0.81 0.44
H -1.29 3.82 5.68
H -3.77 -5.64 -3.46
H 5.81 0.54 8.13
H 1.93 -2.58 -8.82
H 3.34 -0.71 16.52
H -5.41 -0.15 -11.21
H -1.73 3.92 7.34
H 1.49 0.53 1.20
H 1.67 9.49 6.41
H -7.31 3.28 -13.53
H 2.41 7.04 8.07
H 3.51 3.99 -7.53
H -0.11 -3.83 7.46
H 0.12 -1.28 1.19
H 4.40 0.95 12.34
H -6.27 -0.59 -1.04
H -5.51 -7.77 -5.66
H -0.89 -5.52 1.94
H 1.95 -3.45 -4.37
H -4.35 -0.64 -7.14
H -1.00 -4.74 6.28
*
```

Values from the calculation:
LUMO energy in eV: 0.3
HOMO-LUMO gap in eV: 8.6491
Highest occupied orbital energy in eV: -8.387
SMILES string: COCCNCCOC.COCCNCCOC.COCCNCCOC.COCCNCCOC.COCCNCCOC.COCCNCCOC.COCCNCCOC.CC(C)O.CC(C)O.CC(C)O.CC(C)O

Atomic partial charges in e from the Mulliken method, atoms 1 to 6: -0.278, -0.192, -0.326, -0.086, -0.514, -0.252